{
  "formula": "C40H62F18O24",
  "method": "wB97M-V/def2-TZVPD",
  "symbols": ["F", "H", "H", "C", "F", "O", "C", "C", "C", "F", "C", "F", "H", "H", "H", "H", "H", "O", "H", "O", "O", "H", "F", "C", "C", "C", "C", "H", "H", "H", "H", "H", "H", "C", "O", "C", "H", "H", "C", "F", "C", "H", "H", "C", "H", "H", "O", "O", "H", "H", "C", "H", "H", "O", "O", "H", "H", "H", "F", "O", "H", "O", "H", "H", "F", "H", "C", "H", "C", "C", "C", "C", "H", "C", "C", "H", "F", "C", "H", "H", "C", "C", "F", "O", "H", "C", "O", "C", "F", "F", "H", "C", "C", "H", "H", "F", "H", "F", "C", "H", "H", "C", "O", "H", "F", "H", "C", "H", "O", "H", "O", "H", "O", "C", "O", "O", "H", "C", "H", "O", "O", "F", "H", "O", "F", "H", "H", "H", "H", "H", "H", "C", "C", "C", "F", "H", "O", "C", "H", "C", "H", "O", "H", "C"],
  "positions_angstrom": [[11.95464, -28.99101, 13.90875], [12.32035, -31.00155, 21.87122], [0.98629, -21.52990, 19.94516], [3.89702, -26.14678, 19.09987], [13.83218, -25.55765, 9.98519], [10.01431, -30.13569, 22.43609], [17.67070, -25.06759, 8.74738], [2.05976, -33.53305, 17.35853], [1.31343, -22.47790, 19.51812], [19.16932, -30.98527, 21.07877], [8.97657, -24.87281, 13.79999], [2.63276, -26.65062, 18.92784], [8.43581, -19.01091, 14.34535], [1.90431, -33.92716, 18.36283], [9.07129, -20.94290, 8.27080], [9.06208, -22.07738, 9.54980], [10.81738, -28.99268, 20.93806], [4.53086, -34.65129, 17.14556], [7.29423, -32.07289, 16.71472], [9.70070, -27.56819, 16.18583], [13.70338, -25.15266, 19.85456], [1.67633, -22.80356, 13.81020], [20.74279, -30.07989, 19.95289], [14.65484, -25.22144, 10.98539], [17.91748, -25.63293, 7.37314], [3.93559, -28.29129, 13.28908], [4.44897, -33.45421, 17.22475], [4.80706, -28.90294, 13.05556], [8.44090, -16.71473, 13.67051], [9.27458, -22.73285, 7.91411], [9.27353, -24.76439, 12.75684], [3.08415, -28.97095, 13.32423], [6.75041, -33.70302, 16.20341], [19.76319, -30.94133, 19.86998], [4.64669, -23.83238, 19.43853], [6.52966, -23.33467, 6.26860], [12.54575, -30.18421, 20.34420], [0.00341, -33.04254, 16.95636], [8.61766, -18.81194, 13.28920], [9.09144, -29.92302, 24.83563], [17.93532, -28.83154, 16.02356], [6.56639, -24.51864, 3.93816], [9.73012, -24.39600, 14.42682], [10.40457, -27.64283, 15.19215], [17.99441, -24.03123, 8.65100], [8.06558, -24.29098, 13.94028], [2.69472, -24.36312, 20.21991], [15.74498, -24.47132, 20.75782], [15.22126, -27.69441, 22.80336], [0.46440, -23.12201, 19.28927], [7.28138, -22.39950, 8.33289], [3.82753, -27.64866, 11.32002], [9.30911, -19.55573, 12.89324], [6.13788, -22.80880, 5.05999], [2.85568, -26.31012, 12.58948], [7.15992, -23.40498, 8.73581], [17.91326, -26.71892, 7.46643], [4.82482, -26.50150, 12.30786], [11.41176, -29.76895, 15.82897], [17.84602, -31.52076, 18.53166], [7.74633, -19.04334, 12.67656], [6.71529, -22.23748, 7.00495], [14.45596, -23.51592, 18.90663], [1.71561, -22.28864, 18.52286], [12.58915, -27.99703, 15.75102], [17.40020, -28.02708, 15.51897], [2.29028, -23.04916, 20.58906], [18.89122, -25.25514, 7.06137], [9.10344, -17.34208, 13.07422], [14.85036, -25.27823, 20.61834], [17.63396, -28.78981, 17.55012], [2.89941, -24.94739, 12.62300], [17.12964, -25.47191, 6.63727], [9.31935, -31.26902, 22.88849], [8.79391, -26.32365, 14.03441], [11.71393, -24.41638, 17.86567], [14.01341, -24.14804, 11.57053], [12.79526, -16.95795, 13.22850], [3.99726, -27.82737, 14.27350], [18.98674, -28.86088, 15.73766], [10.55310, -30.03554, 21.11322], [0.95141, -32.50758, 17.01297], [13.22033, -16.12035, 12.26768], [18.60259, -29.34899, 18.42760], [16.64494, -27.15996, 21.96440], [15.64113, -26.85072, 22.25565], [10.05716, -26.95776, 14.07205], [1.30720, -23.21031, 12.86871], [12.69436, -16.30746, 14.41158], [4.59258, -26.84542, 19.94756], [12.81860, -23.22931, 17.24056], [6.72640, -32.95870, 16.99935], [11.82634, -30.75493, 20.93141], [0.89529, -31.78207, 17.82450], [9.72777, -30.20019, 20.42053], [4.64183, -26.22326, 18.00132], [16.67574, -29.23544, 17.81718], [20.35291, -32.02670, 19.65634], [18.66127, -30.64059, 18.83979], [0.23292, -23.08576, 12.73266], [8.44537, -26.60281, 13.04008], [11.59286, -28.63938, 15.15318], [10.37906, -17.06577, 13.50323], [1.93321, -23.11352, 21.61690], [14.88721, -26.23479, 11.84468], [13.25823, -25.01965, 17.18105], [8.77422, -21.96527, 8.50449], [11.54144, -31.59719, 20.30092], [5.45900, -32.53380, 17.28953], [3.15190, -22.38252, 20.55304], [3.30044, -32.82651, 17.18999], [17.70513, -27.70721, 17.65508], [9.03571, -32.29255, 22.20990], [13.48184, -23.95735, 19.11715], [3.86390, -24.20313, 12.55343], [14.79246, -26.48371, 21.26085], [6.74429, -21.74257, 9.01705], [3.92259, -27.11152, 12.26370], [2.07523, -34.39552, 16.69219], [16.73678, -23.99888, 11.16231], [1.59943, -24.56236, 12.71603], [13.71777, -17.92845, 13.34661], [1.17041, -32.02074, 16.06264], [11.34252, -18.38744, 11.90661], [9.48354, -32.13420, 25.12425], [15.70199, -25.97455, 22.90121], [17.62193, -29.83313, 15.72910], [12.97055, -23.12542, 19.60149], [4.90252, -24.21901, 4.11267], [18.27992, -25.62334, 9.46020], [8.13405, -26.50791, 14.88219], [16.04871, -24.76394, 10.45172], [11.45911, -17.54313, 12.82420], [12.77376, -24.20644, 17.72149], [7.63801, -31.49982, 24.52379], [8.93167, -17.04680, 12.03913], [6.77590, -24.48258, 6.56338], [8.91968, -31.18674, 24.36400], [1.67769, -22.61689, 12.03283], [3.82678, -24.63628, 19.60237], [7.19298, -33.43084, 17.86393], [16.36505, -25.28843, 9.21041], [5.76771, -23.17371, 3.02480], [5.85019, -23.69787, 3.97693]],
  "mulliken_charge": [-0.2395, 0.3296, 0.3688, 0.8156, -0.2441, -0.2466, -0.1104, -0.3004, -1.1036, -0.2611, -1.1281, -0.2371, 0.2958, 0.3085, 0.3043, 0.3163, 0.2243, -0.5602, 0.1837, -0.5613, -0.2214, 0.2686, -0.2544, 0.8592, -1.1861, -1.1394, 0.6741, 0.3710, 0.2784, 0.2932, 0.3051, 0.3255, 0.3256, 0.8694, -0.4939, 0.7357, 0.3655, 0.3736, -1.0385, -0.2305, -1.1927, 0.3002, 0.2751, 0.5143, 0.2774, 0.3576, -0.3253, -0.5480, 0.2287, 0.3207, -0.2486, 0.2492, 0.3095, -0.3020, -0.2420, 0.3393, 0.3036, 0.3201, -0.2247, -0.5364, 0.3400, -0.3149, 0.3394, 0.2957, -0.2313, 0.3564, -0.2528, 0.3484, -0.2307, 0.6435, -0.1121, 0.7314, 0.3285, 0.4166, -0.1248, 0.2883, -0.2433, 0.8185, 0.2814, 0.3402, -0.1747, -1.0956, -0.2353, -0.3023, 0.2724, -0.6539, -0.2555, -0.6421, -0.2335, -0.2414, 0.3761, -0.6283, -1.1104, 0.2920, 0.3542, -0.2379, 0.3722, -0.2392, 0.4298, 0.2476, 0.1512, 0.7471, -0.2587, 0.3309, -0.2173, 0.2788, -1.0350, 0.2831, -0.2438, 0.3052, -0.2203, 0.2193, -0.5295, -0.3798, -0.5784, -0.2245, 0.2894, -0.1977, 0.3238, -0.5206, -0.3038, -0.2284, 0.2892, -0.5365, -0.2361, 0.3076, 0.3115, 0.3165, 0.2901, 0.2951, 0.4124, 0.3281, 0.3759, -1.0221, -0.2494, 0.3437, -0.5601, 0.8049, 0.3095, 0.4538, 0.2796, -0.2215, 0.2413, -0.6483],
  "multiplicity": 1,
  "e_homo_ev": -10.7,
  "smiles": "CCOC(=O)C(F)(F)F.CCOC(=O)C(F)(F)F.CCOC(=O)C(F)(F)F.CCOC(=O)C(F)(F)F.CCOC(=O)C(F)(F)F.CCOC(=O)C(F)(F)F.CCOC(=O)OC.CCOC(=O)OC.CCOC(=O)OC.CCOC(=O)OC",
  "e_lumo_ev": 0.11,
  "molar_mass_g_mol": 1268.88,
  "total_energy_ev": -140536.55068
}